1.
Molecular formula: C20H27N2O7
Method: DFT, wB97M-V/def2-TZVPD

Summary:
Total charge: +1
HOMO-LUMO gap (eV): 5.91
Electronic energy (Ha): -1414.02174

Structure (XYZ):
```
56
Properties=species:S:1:pos:R:3:forces:R:3
C 5.00188 -4.03980 0.42505 -0.05 0.00 -0.68
C 4.88018 -2.62589 -0.13961 0.15 -0.27 0.29
C 5.80719 -2.18221 -1.09590 -0.57 0.12 0.44
C 5.65918 -0.90967 -1.61895 0.70 0.59 -0.97
C 4.64025 -0.04085 -1.24885 -0.64 -0.10 0.38
C 3.72497 -0.47673 -0.30244 -0.05 -0.36 0.13
C 3.84632 -1.75945 0.24176 0.07 -0.27 0.60
C 2.77303 -2.19433 1.24968 -0.06 0.23 -0.90
C 1.61072 -2.81937 0.46094 0.83 0.46 0.98
C 1.75713 -3.33313 -0.80659 -0.38 -0.72 -1.21
C 0.67874 -3.89953 -1.50774 0.05 0.54 0.63
C 0.93262 -4.42459 -2.91133 0.53 -1.03 -1.26
O 1.10097 -5.58491 -3.17014 -0.47 1.10 0.93
O 0.99459 -3.46865 -3.91044 -0.03 -0.08 1.16
C -0.56996 -3.93240 -0.86740 0.71 -0.38 -1.19
C -0.67396 -3.41692 0.39304 -1.30 -0.34 -0.26
N 0.38075 -2.88176 1.02294 -0.45 -0.13 -0.49
O 0.16338 -2.42984 2.29069 0.65 -1.87 0.07
N 0.14967 -0.93056 2.35351 -0.74 2.17 0.16
O -0.78362 -0.49727 1.86094 0.59 -0.39 -0.04
H 4.22851 -4.28012 1.16167 0.32 0.00 -0.15
H 5.99093 -4.23964 0.85806 -0.29 0.20 -0.03
H 4.88930 -4.74813 -0.41642 0.03 0.13 0.39
H 6.62273 -2.83220 -1.41434 -0.21 0.20 0.07
H 6.35802 -0.54746 -2.37899 -0.10 -0.26 0.29
H 4.50861 0.95041 -1.68206 0.32 -0.30 0.02
H 2.88597 0.13977 0.03477 0.36 0.01 -0.21
H 3.12843 -2.91694 1.99541 -0.13 0.23 -0.17
H 2.45710 -1.28840 1.78510 -0.14 -0.43 -0.08
H 2.71981 -3.34023 -1.31854 -0.09 0.32 0.54
H 1.90223 -3.13140 -3.96556 -0.13 0.08 -0.21
H -1.41592 -4.36874 -1.39623 0.02 0.18 0.43
H -1.65010 -3.45199 0.87759 0.57 0.28 0.35
C -4.63353 6.56976 1.62711 -0.04 -0.13 0.00
O -4.59606 5.29965 1.00993 0.25 0.02 0.04
C -4.46313 5.39742 -0.39953 -0.29 -0.24 0.30
C -3.98320 4.08147 -0.97509 0.07 0.14 -0.22
O -2.57441 3.89595 -0.85885 -0.04 -0.11 0.13
C -2.09110 3.57284 0.43674 0.17 0.03 -0.27
C -2.38650 2.14450 0.84846 -0.33 0.23 0.38
O -3.71145 2.03509 1.34111 -0.04 -0.09 -0.18
C -4.15774 0.70106 1.38632 0.03 0.20 0.00
H -5.47211 7.16396 1.24908 0.05 0.08 0.00
H -4.76114 6.41993 2.69773 -0.04 -0.06 -0.03
H -3.69215 7.10565 1.46125 -0.06 0.10 -0.05
H -3.75458 6.19143 -0.66185 0.00 -0.01 -0.07
H -5.44964 5.63812 -0.81702 0.08 0.09 -0.17
H -4.18112 4.09301 -2.04899 0.08 0.04 0.00
H -4.52860 3.23474 -0.55512 -0.04 0.11 0.18
H -2.44538 4.28871 1.18048 -0.15 -0.17 0.09
H -1.00565 3.68476 0.37090 -0.01 -0.03 -0.05
H -1.70284 1.85003 1.65537 0.14 0.01 -0.08
H -2.24623 1.47635 -0.01199 0.06 0.02 -0.04
H -4.18796 0.27002 0.37776 0.05 -0.10 0.03
H -5.16550 0.69531 1.79578 0.03 0.04 0.03
H -3.50959 0.09320 2.03078 -0.03 -0.09 -0.01
```
Forces are in eV/Å.

---

2.
Molecular formula: C3H5N3O
Method: DFT, wB97M-V/def2-TZVPD

Summary:
Total charge: 0
HOMO-LUMO gap (spin up / spin down) (eV): 8.70 / 8.70
Electronic energy (Ha): -356.66569

Structure (XYZ):
```
12
Properties=species:S:1:pos:R:3:forces:R:3
O -1.43819 0.92530 -0.29827 -0.22 0.21 -0.16
C -1.87428 -0.38215 -0.13632 -0.13 -0.29 -0.01
C -0.42101 -0.69568 -0.04999 -0.04 -0.04 0.29
N 0.14684 0.00956 -1.17090 0.43 0.03 0.15
N 1.29780 0.33994 -0.74207 -0.31 0.11 -0.15
C 1.39005 0.13209 0.72199 0.26 0.03 0.05
N 0.34737 -0.81651 0.96898 -0.19 0.15 -0.21
H 1.07112 1.08916 1.16729 0.26 -0.04 0.13
H -2.42486 -0.78196 -0.99553 0.09 -0.08 0.08
H -2.38659 -0.59743 0.80776 0.04 0.09 -0.13
H 1.89698 0.91172 -1.32360 -0.10 -0.03 0.08
H 2.39477 -0.13405 1.05066 -0.09 -0.13 -0.12
```
Forces are in eV/Å.

---

3.
Molecular formula: C7H9Cl3
Method: DFT, wB97M-V/def2-TZVPD

Summary:
Structure (SMILES): C#CC[C@@H](CCCl)C(Cl)Cl
Total charge: 0
HOMO-LUMO gap (eV): 10.91
Electronic energy (Ha): -1652.60953

Structure (XYZ):
```
19
Properties=species:S:1:pos:R:3:forces:R:3
C 0.87205 -1.38599 1.19882 -0.55 2.39 0.42
C 1.67102 -2.23477 0.95196 -1.56 1.44 0.47
C 0.34243 0.02259 1.35004 0.47 -1.17 -0.29
C 0.33608 0.61903 -0.11217 -0.63 -2.59 -0.55
C 0.87104 1.97412 -0.12209 -1.85 1.48 -1.55
C -0.97855 0.34848 -0.83720 -2.22 -0.52 -1.72
C -1.47150 -1.15203 -0.98348 -0.31 1.20 -0.16
Cl -0.33246 2.99866 0.67334 -0.07 0.77 0.10
Cl 1.39441 2.66920 -1.72929 -0.51 -0.58 0.74
Cl -2.08343 -1.88952 0.50701 -0.33 -0.21 0.72
H 1.70575 1.99044 0.45708 2.45 0.34 1.51
H 2.17445 -3.08111 0.82700 1.92 -2.87 -0.54
H -0.65774 0.07011 1.80822 0.53 -0.02 -0.13
H 1.10136 0.47635 2.02350 -0.65 0.25 -0.50
H 1.02726 -0.01091 -0.66289 0.55 0.07 -0.05
H -1.86915 0.90606 -0.48766 0.65 -0.15 0.52
H -1.02142 0.64694 -1.93648 0.96 -0.03 1.20
H -0.67432 -1.82685 -1.31200 -0.34 0.28 -0.35
H -2.40729 -1.14080 -1.61370 1.50 -0.08 0.17
```
Forces are in eV/Å.

---

- electronic energy of number 3 (C7H9Cl3)?
  -1652.60953 Ha

---

- Which value of electronic energy does entry 2 give?
  -356.66569 Ha